(1)
Molecular formula: H14O6S
Method: DFT, ωB97M-V with the def2-TZVPD basis set

```
21
Properties=species:S:1:pos:R:3:forces:R:3
S 3.6625 3.6068 -3.1128 -0.823 1.017 0.601
O 0.0006 1.6953 2.7014 -2.158 1.925 2.504
O 0.1921 -2.7794 0.0664 1.702 1.121 0.891
O -0.0963 1.4011 -0.2657 -0.281 -1.188 -1.664
O -0.5397 -0.4583 -2.6414 1.706 -0.870 1.149
O -3.3130 -2.0605 0.4087 -0.217 -0.075 -0.424
O -1.1970 -1.0362 2.7797 -0.236 0.323 -1.290
H -2.7203 -2.5436 -0.1757 0.046 -0.005 0.107
H 0.2356 1.6302 1.8103 0.439 -0.114 -2.589
H 4.6025 4.1272 -2.2919 -0.046 -0.378 -0.352
H -0.1186 -1.2638 -2.2231 -0.826 1.255 -0.584
H -1.3585 -0.7648 -2.9947 -0.943 -0.382 -0.376
H -0.6765 -0.2305 2.8102 -0.097 1.039 -0.433
H 0.7457 0.9638 -0.4990 -0.390 0.463 0.207
H -0.6769 2.4593 2.7114 1.637 -1.966 -0.004
H -0.8697 -1.4453 3.5484 0.320 -1.333 1.597
H 1.1881 -2.8879 -0.0061 -1.865 0.146 0.194
H -0.6688 1.0389 -1.0175 0.855 0.658 1.452
H -2.8599 -2.0288 1.2503 0.290 0.152 0.355
H 0.0803 -2.0913 0.7893 0.021 -1.137 -1.095
H 4.3879 2.6676 -3.6481 0.865 -0.650 -0.243
```
Positions in Å, forces in eV/Å.

Total energy   -857.99932 Ha
Relative energy (zero: lowest compared OMol25 entry of this formula, charge and spin)   104.26 kJ/mol



(2)
Molecular formula: C2H2O2S
Method: DFT, ωB97M-V with the def2-TZVPD basis set

```
7
Properties=species:S:1:pos:R:3:forces:R:3
S 2.9926 1.6060 1.1473 -0.564 0.423 -0.496
O 1.0703 3.2283 0.0578 1.041 -0.911 0.326
O -0.8554 0.0781 -0.2392 0.604 0.176 1.130
C -0.9730 -0.0572 0.9542 -2.355 -1.255 -1.124
C 1.8936 2.5246 0.4802 -0.514 0.470 0.160
H -0.6415 0.4900 1.7849 1.903 1.869 0.683
H -1.6935 -0.7585 1.4156 -0.116 -0.772 -0.679
```
Positions in Å, forces in eV/Å.

Total energy   -626.05153 Ha
Relative energy (zero: lowest compared OMol25 entry of this formula, charge and spin)   28.45 kJ/mol



(3)
Molecular formula: C19H12BrF12N3O5S
Method: DFT, ωB97M-V with the def2-TZVPD basis set

```
53
Properties=species:S:1:pos:R:3:forces:R:3
Br 2.3854 3.5918 -1.9469 0.032 -0.011 0.085
S 1.1859 2.2811 3.0432 1.061 1.692 -0.269
F 3.7456 1.0746 4.6637 -0.137 -0.360 0.005
F 1.6369 -0.2541 3.5762 -0.029 0.014 0.067
F 2.3812 2.4240 5.6955 0.011 -0.155 0.067
F 0.4377 -5.4489 -2.4054 -0.776 -0.483 -0.432
F 3.2486 -1.7012 5.3790 -0.230 0.095 -0.035
F 0.2789 0.7736 4.9939 0.076 -0.193 -0.112
F -1.0445 -5.2867 -0.7978 0.850 0.330 0.537
F 3.7591 0.4499 7.1206 -0.094 0.033 -0.134
F -0.8896 -3.2664 -3.6059 1.188 0.407 0.046
F 2.7581 -1.8745 7.4774 -0.063 0.045 -0.158
F 1.1649 -1.6269 6.0477 0.190 0.083 -0.245
F 1.6187 0.6613 7.4099 -0.125 -0.074 -0.278
O -2.4102 -0.6956 -5.9573 -0.094 0.090 -0.037
O 0.2532 3.2454 3.5366 -0.688 -0.754 0.153
O -2.7790 0.5228 3.6500 0.045 -0.324 0.059
O 2.5192 2.7419 2.8058 0.091 -0.531 -0.175
O -0.9031 0.1272 2.6090 0.427 0.322 0.115
N -0.8169 0.0627 0.3159 0.164 0.239 -0.073
N -2.4227 0.2560 2.6057 -0.469 0.340 -0.088
N 1.1140 2.1184 0.4302 -0.189 -0.378 -0.038
C -0.7068 0.0721 -2.0684 -0.264 -0.481 -0.323
C -0.8400 -3.4778 -2.2628 -0.484 -0.398 0.323
C 2.5542 1.1545 5.2591 -0.146 0.723 -0.060
C 0.7254 1.6823 -3.1499 -0.326 -0.279 -0.369
C -1.1493 -2.3376 -1.3304 -0.938 -0.073 -0.381
C -0.5924 0.1465 -4.6076 -0.108 -0.241 0.362
C 2.5530 0.2572 6.5401 0.540 -0.131 0.161
C 1.1516 2.1702 -1.9658 0.383 0.463 0.139
C 0.6667 1.6350 -0.7550 0.025 0.146 -0.086
C -0.2176 0.6231 -3.2269 0.342 0.359 -0.152
C -0.3983 0.5655 1.4298 -0.287 -0.364 -0.015
C -2.3837 1.6256 -5.6292 -0.388 0.009 0.063
C 2.4184 -1.2758 6.3302 0.081 -0.205 0.615
C -1.6825 -1.0828 -2.0683 0.391 -0.044 0.375
C -0.4928 -4.6952 -1.8461 -0.003 0.168 -0.316
C -0.2839 0.5905 -0.8244 0.007 0.098 0.127
C 1.3992 0.8768 4.2611 -0.388 0.029 0.142
C 0.5872 1.5857 1.4764 0.049 -0.252 0.668
C -2.0751 0.2937 -4.9788 -0.141 -0.153 -0.578
H -1.9117 -2.6740 -0.6257 0.121 0.003 0.154
H -2.3959 -1.5662 -5.5467 0.044 -0.021 0.015
H -0.3285 -0.9102 -4.6970 -0.003 -0.025 0.019
H -2.5905 -0.7288 -1.5816 -0.150 -0.182 -0.095
H 0.0097 0.6813 -5.3407 -0.012 -0.037 -0.093
H 1.1123 2.0961 -4.0699 0.016 0.060 -0.020
H -2.7402 0.1560 -4.1238 0.212 0.114 0.208
H -2.0084 2.4616 -5.0395 0.163 0.010 -0.055
H -1.9850 1.6374 -6.6432 0.247 0.104 0.073
H -0.2565 -2.1073 -0.7563 0.025 0.000 0.010
H -3.4626 1.7517 -5.7203 -0.022 -0.023 0.015
H -1.8976 -1.3833 -3.0852 -0.229 0.194 0.015
```
Positions in Å, forces in eV/Å.

Total energy   -5442.11532 Ha



(4)
Molecular formula: CHO4S
Method: DFT, ωB97M-V with the def2-TZVPD basis set

```
7
Properties=species:S:1:pos:R:3:forces:R:3
S 0.9857 0.4341 -0.1432 -2.672 2.970 -0.136
O 1.5421 -0.2950 -1.2410 0.335 -1.419 -0.425
O -1.8951 -0.8440 -0.6934 -0.336 -0.043 -1.180
O 0.7007 1.8523 -0.5691 -0.033 -2.284 1.228
O 1.5862 0.2980 1.1660 0.092 -0.293 0.112
C -1.2158 -0.5694 0.2312 1.414 0.412 0.716
H -1.7038 -0.8761 1.2496 1.200 0.657 -0.315
```
Positions in Å, forces in eV/Å.

Total energy   -737.85679 Ha
Relative energy (zero: lowest compared OMol25 entry of this formula, charge and spin)   184.00 kJ/mol
Net charge   -1



(5)
Molecular formula: C9H17NO2S
Method: DFT, ωB97M-V with the def2-TZVPD basis set

```
30
Properties=species:S:1:pos:R:3:forces:R:3
S -3.7767 -1.2836 0.1637 -0.581 1.242 -0.293
O -1.3536 -2.9406 -0.3584 0.475 0.110 0.693
O 0.7189 -2.1960 0.0743 1.733 -0.566 0.676
N 0.0210 0.3689 0.1854 -0.644 -0.343 -0.965
C 2.3197 1.7055 -2.5092 -2.659 1.618 -0.124
C 0.1496 -0.5109 2.4241 -0.022 2.350 1.220
C -1.0872 -0.5936 0.4288 -1.331 -2.473 -0.288
C 0.9555 0.2901 1.3078 -0.444 1.327 3.191
C 0.6956 0.2648 -1.1430 1.908 -1.282 1.366
C -1.2955 -0.4820 1.9486 2.094 -2.206 -1.895
C -0.4923 -2.1472 0.0546 -2.518 1.306 -1.308
C 1.8719 1.2428 -1.1159 -0.122 1.481 1.093
C -2.3792 -0.2317 -0.3778 -0.693 1.534 3.939
H -0.5266 1.2212 0.2035 0.529 0.811 0.080
H 1.3568 2.1649 -0.5972 1.442 -1.265 -0.790
H 0.0097 0.5315 -1.8525 -1.844 1.168 -1.885
H 3.2835 2.2475 -2.4614 -0.749 -0.231 -0.344
H 1.2792 1.3200 1.6207 -0.651 -0.810 -0.252
H -2.2351 -0.1974 -1.3872 0.331 -0.389 -2.805
H 2.2957 0.9080 -3.2381 0.572 -0.359 -0.072
H 0.8520 -0.8218 -1.3168 0.673 0.941 0.289
H 0.5187 -1.4828 2.3020 0.552 -1.478 0.636
H 0.1666 -0.1002 3.5217 0.637 -0.774 -2.158
H -1.6378 0.4803 2.0837 -1.776 1.899 1.052
H -1.8621 -1.3615 2.2663 -0.277 0.809 0.356
H -3.0293 -2.3523 0.1405 0.565 -1.255 -0.170
H 1.3907 2.3893 -2.8759 2.532 -1.079 0.550
H 1.8567 -0.2030 1.0530 0.402 -0.789 -0.474
H -2.8263 0.8117 -0.0901 1.238 -1.355 -0.326
H 2.7599 0.9582 -0.4552 -1.373 0.056 -0.993
```
Positions in Å, forces in eV/Å.

Total energy   -956.46807 Ha
Relative energy (zero: lowest compared OMol25 entry of this formula, charge and spin)   161.16 kJ/mol



(6)
Molecular formula: C3H3FS2
Method: DFT, ωB97M-V with the def2-TZVPD basis set

```
9
Properties=species:S:1:pos:R:3:forces:R:3
S 2.0691 -0.7167 -0.2604 -2.254 -0.122 1.870
S -1.9120 -1.0064 -0.0922 1.876 2.227 0.892
F 0.2322 2.3416 0.3709 -1.543 -0.899 -0.872
C -0.5779 1.4580 -0.4667 -1.438 0.342 4.976
C 0.6959 -0.7504 0.6756 -2.043 0.110 0.217
C -0.6615 0.0880 0.2283 0.737 -3.024 -1.507
H -0.0078 1.3868 -1.2894 1.620 -0.471 -3.308
H -1.6292 1.8220 -0.6216 1.268 0.088 0.178
H 0.2939 -1.4857 1.5906 1.777 1.748 -2.446
```
Positions in Å, forces in eV/Å.

Total energy   -1012.23998 Ha
Relative energy (zero: lowest compared OMol25 entry of this formula, charge and spin)   197.57 kJ/mol